Record 1
C19H44NO2P2SSn as an isolated structure at a distorted geometry, computed with wB97M-V/def2-TZVPD.

Each line ends with the Mulliken charge.
Geometry (Å):
Sn1 -1.00 0.01 -0.47  1.012
P1 -0.04 -2.43 -0.86  0.491
P2 -0.04 2.48 -0.63  0.491
N1 -0.25 0.13 -2.97  -0.153
C1 0.08 -2.39 -2.70  -1.057
H1 0.77 -3.20 -3.02  0.265
H2 -0.90 -2.66 -3.10  0.516
C2 0.54 -1.09 -3.34  -1.032
H3 1.63 -0.97 -3.29  0.327
H4 0.26 -1.11 -4.39  0.577
C3 0.53 1.40 -3.22  -1.031
H5 0.25 1.51 -4.27  0.584
H6 1.62 1.28 -3.19  0.323
C4 0.07 2.63 -2.47  -1.062
H7 -0.92 2.92 -2.83  0.526
H8 0.74 3.46 -2.72  0.274
C5 1.46 3.43 -0.02  0.532
C6 1.75 3.16 1.46  -1.118
H9 2.73 3.59 1.70  0.482
H10 1.78 2.10 1.70  0.106
H11 1.01 3.66 2.11  0.134
C7 -1.59 3.48 -0.15  0.518
C8 -1.72 3.63 1.36  -1.303
H12 -2.71 4.04 1.59  0.496
H13 -0.98 4.32 1.79  0.227
H14 -1.65 2.67 1.90  0.079
C9 -1.58 -3.46 -0.48  0.542
C10 -1.71 -3.77 1.01  -1.327
H15 -2.70 -4.19 1.20  0.504
H16 -1.63 -2.87 1.64  0.087
H17 -0.97 -4.51 1.36  0.224
C11 1.47 -3.40 -0.32  0.524
C12 1.74 -3.27 1.18  -1.106
H18 2.73 -3.71 1.38  0.477
H19 1.00 -3.83 1.77  0.143
H20 1.76 -2.23 1.52  0.093
C13 1.64 -0.01 0.27  0.121
O1 2.79 -0.02 0.32  -0.340
C14 -1.78 4.81 -0.87  -1.464
H21 -1.06 5.57 -0.54  0.220
H22 -1.71 4.73 -1.96  0.319
H23 -2.78 5.19 -0.64  0.472
C15 -1.77 -4.71 -1.33  -1.448
H24 -2.76 -5.13 -1.12  0.473
H25 -1.72 -4.52 -2.40  0.320
H26 -1.04 -5.49 -1.09  0.213
C16 1.49 -4.87 -0.76  -1.673
H27 2.50 -5.26 -0.60  0.479
H28 0.82 -5.49 -0.17  0.275
H29 1.27 -5.01 -1.82  0.339
C17 1.47 4.92 -0.32  -1.689
H30 0.80 5.48 0.34  0.275
H31 2.48 5.31 -0.13  0.483
H32 1.23 5.17 -1.35  0.340
H33 2.27 2.95 -0.60  0.453
H34 2.28 -2.87 -0.86  0.458
H35 -2.37 2.78 -0.50  0.402
H36 -2.37 -2.74 -0.75  0.397
H37 -0.84 0.17 -3.83  0.348
H38 -2.67 -0.01 0.11  -0.195
C18 -0.34 -1.55 4.10  -1.106
S1 -0.31 -0.11 3.03  0.982
C19 -0.28 1.19 4.27  -1.170
O2 1.10 -0.10 2.43  -0.669
H39 -1.38 -1.78 4.38  0.401
H40 0.25 -1.32 5.00  0.413
H41 0.10 -2.42 3.58  0.169
H42 0.39 0.87 5.08  0.446
H43 0.08 2.12 3.82  0.178
H44 -1.29 1.35 4.66  0.414

Properties
- HOMO energy (spin up / spin down): -7.996 / -8.020 eV
- LUMO level (spin up / spin down): -2.53 / -2.57 eV
- Charge: +1

Record 2
C19H45BGaN2O7 as an isolated structure at a distorted geometry, computed with wB97M-V/def2-TZVPD.

Each line ends with the Mulliken charge.
Geometry (Å):
C1 -0.30 2.23 -0.89  -1.520
C2 -0.35 1.01 0.03  0.099
C3 0.72 -0.04 -0.29  -0.441
C4 0.27 -1.46 0.10  2.010
C5 1.42 -2.30 0.71  -1.644
Ga1 -0.63 -2.46 -1.46  0.363
C6 -2.18 -3.60 -0.72  -0.967
C7 -3.17 -2.86 0.21  0.235
C8 -3.61 -3.64 1.46  -0.961
C9 -3.17 -3.00 2.78  -0.876
N1 -1.74 -2.69 2.84  -0.381
B1 -1.22 -1.14 -3.04  0.124
O1 -0.24 -0.47 -3.80  -0.783
N2 -2.63 -0.92 -3.41  -0.008
C10 -2.89 -0.40 -4.76  -0.934
C11 -3.37 -0.20 -2.37  -0.735
H1 0.65 2.75 -0.75  0.416
H2 -1.09 2.95 -0.67  0.379
H3 -0.35 1.93 -1.94  0.167
H4 -1.35 0.56 -0.02  -0.004
H5 -0.21 1.37 1.06  0.395
H6 0.98 0.03 -1.35  -0.536
H7 1.61 0.22 0.30  0.568
H8 -0.48 -1.34 0.89  -1.015
H9 1.62 -3.20 0.13  0.356
H10 1.17 -2.63 1.72  0.237
H11 2.35 -1.73 0.78  0.399
H12 0.47 -3.48 -2.09  -0.566
H13 -2.73 -4.11 -1.51  0.365
H14 -1.71 -4.40 -0.13  0.426
H15 -4.07 -2.64 -0.37  0.332
H16 -2.76 -1.89 0.51  -0.111
H17 -4.70 -3.69 1.48  0.389
H18 -3.27 -4.67 1.41  0.344
H19 -3.42 -3.65 3.62  0.366
H20 -3.73 -2.06 2.89  0.360
H21 -1.21 -3.31 2.25  0.234
H22 -1.55 -1.74 2.57  0.172
H23 -0.14 0.44 -3.51  0.179
H24 -3.68 0.36 -4.74  0.389
H25 -3.24 -1.20 -5.41  0.255
H26 -2.01 0.07 -5.20  0.239
H27 -3.03 0.84 -2.24  0.264
H28 -4.43 -0.16 -2.64  0.420
H29 -3.30 -0.74 -1.43  -0.029
C12 -0.86 -1.10 5.96  -1.189
C13 0.34 -0.94 5.06  0.197
O2 0.52 0.43 4.63  -0.215
C14 1.04 1.25 5.52  0.718
O3 1.41 0.98 6.63  -0.582
O4 1.09 2.47 4.97  -0.306
C15 1.59 3.49 5.84  -0.677
H30 -1.75 -0.72 5.46  0.235
H31 -1.01 -2.15 6.18  0.353
H32 -0.73 -0.55 6.89  0.421
H33 0.20 -1.51 4.15  -0.084
H34 1.26 -1.29 5.54  0.353
H35 2.56 3.21 6.24  0.298
H36 0.89 3.67 6.65  0.291
H37 1.69 4.38 5.23  0.212
C16 5.46 4.80 -3.89  -1.108
C17 4.09 4.74 -3.26  -0.198
O5 3.20 3.88 -3.98  -0.369
C18 3.39 2.57 -3.79  0.807
O6 4.22 2.09 -3.05  -0.566
O7 2.52 1.91 -4.53  -0.347
C19 2.60 0.48 -4.45  -0.565
H38 5.38 5.10 -4.94  0.284
H39 6.08 5.53 -3.37  0.361
H40 5.95 3.84 -3.85  0.315
H41 3.61 5.72 -3.28  0.316
H42 4.14 4.41 -2.22  0.297
H43 2.54 0.14 -3.41  0.258
H44 3.54 0.13 -4.89  0.403
H45 1.76 0.08 -5.00  0.119

Properties
- HOMO energy: -3.905 eV
- LUMO level: 2.52 eV
- Charge: -1

Record 3
A 10-piece molecular cluster, C19H45ClFN2O14 overall, computed with wB97M-V/def2-TZVPD.

Each line ends with the Mulliken charge.
Geometry (Å):
O1 3.50 -0.69 -0.28  -0.251
N1 3.85 -0.16 -1.24  0.340
O2 2.85 0.79 -1.81  -0.164
C1 1.56 0.63 -1.38  -0.372
C2 1.02 1.42 -0.36  0.856
C3 1.78 2.49 0.38  0.110
O3 1.46 2.82 1.49  -0.531
O4 2.79 3.02 -0.32  -0.344
C4 -0.30 1.21 0.02  -0.714
C5 -1.05 0.26 -0.62  -0.115
C6 -2.49 0.03 -0.25  -0.314
C7 -3.00 -1.31 -0.73  0.440
O5 -2.90 -1.72 -1.84  -0.633
Cl1 -3.73 -2.26 0.54  -0.114
N2 -0.50 -0.45 -1.61  0.222
C8 0.78 -0.33 -2.02  0.671
C9 1.30 -1.16 -3.15  -0.458
C10 0.54 -2.47 -3.43  -0.598
F1 1.46 -3.43 -3.77  -0.341
H1 3.13 3.76 0.21  0.369
H2 -0.72 1.80 0.83  0.718
H3 -2.58 0.09 0.83  0.342
H4 -3.08 0.87 -0.65  0.267
H5 -1.09 -1.13 -2.10  0.105
H6 1.29 -0.55 -4.06  0.324
H7 2.34 -1.42 -2.99  0.389
H8 -0.14 -2.34 -4.27  0.342
H9 -0.04 -2.83 -2.57  0.409
C11 -3.24 -6.44 0.01  -0.521
O6 -4.46 -5.74 0.21  -0.470
H10 -3.17 -7.20 0.79  0.248
H11 -3.22 -6.94 -0.96  0.252
H12 -2.38 -5.77 0.09  0.213
H13 -4.53 -5.08 -0.49  0.320
C12 -3.72 3.65 -1.74  -0.617
O7 -3.01 3.11 -0.62  -0.434
H14 -3.33 3.17 -2.64  0.224
H15 -4.79 3.44 -1.66  0.289
H16 -3.56 4.72 -1.82  0.283
H17 -3.34 3.53 0.17  0.272
C13 -2.85 -1.65 4.24  -0.560
O8 -2.17 -0.65 3.45  -0.450
H18 -3.91 -1.56 4.04  0.238
H19 -2.51 -2.65 3.96  0.254
H20 -2.66 -1.49 5.31  0.264
H21 -1.23 -0.73 3.65  0.259
C14 -6.45 -4.36 -3.15  -0.608
O9 -5.77 -5.12 -2.15  -0.487
H22 -5.73 -4.13 -3.93  0.215
H23 -7.28 -4.92 -3.58  0.298
H24 -6.83 -3.41 -2.74  0.247
H25 -6.41 -5.33 -1.46  0.294
C15 4.54 2.55 -4.29  -0.459
O10 5.40 1.78 -3.46  -0.548
H26 5.11 2.88 -5.15  0.285
H27 3.69 1.96 -4.64  0.165
H28 4.17 3.44 -3.76  0.193
H29 4.88 1.50 -2.70  0.354
C16 -2.67 -2.95 8.26  -0.496
O11 -1.96 -1.96 7.50  -0.473
H30 -3.73 -2.85 8.04  0.238
H31 -2.34 -3.96 7.99  0.271
H32 -2.50 -2.80 9.33  0.207
H33 -1.03 -2.06 7.71  0.272
C17 5.79 6.02 -4.39  -0.366
O12 4.37 6.03 -4.56  -0.522
H34 6.15 5.05 -4.69  0.012
H35 6.26 6.78 -5.01  0.335
H36 6.06 6.18 -3.34  0.271
H37 4.05 6.90 -4.29  0.289
C18 -2.17 -0.77 12.00  -0.566
O13 -1.45 -1.14 10.82  -0.490
H38 -1.88 -1.46 12.79  0.216
H39 -1.92 0.25 12.31  0.268
H40 -3.25 -0.84 11.84  0.271
H41 -1.70 -0.53 10.12  0.292
C19 9.11 3.97 -5.72  -0.513
O14 8.93 4.94 -4.69  -0.487
H42 8.82 4.43 -6.66  0.223
H43 10.15 3.65 -5.79  0.296
H44 8.47 3.09 -5.55  0.201
H45 9.18 4.53 -3.86  0.284

Properties
- HOMO energy: -11.745 eV
- LUMO level: -4.58 eV
- Charge: +1

| no. | E (hartree) |
| --- | --- |
| 1 | -2250.375015 |
| 2 | -3336.816851 |
| 3 | -2473.426299 |